Molecular formula: C18H25N5O4S
Method: DFT, wB97M-V/def2-TZVPD

Atoms and positions in Å:
C1 -0.402 1.771 -2.399
C2 -1.600 2.631 -2.007
C3 -2.905 2.015 -2.502
C4 -1.632 2.856 -0.480
C5 -1.533 1.576 0.275
N1 -0.352 1.302 0.812
C6 -0.204 0.157 1.456
S1 1.327 -0.230 2.162
C7 2.282 1.240 1.639
C8 2.600 1.284 0.157
O1 2.292 2.251 -0.513
N2 3.230 0.214 -0.377
C9 3.760 -0.919 0.355
C10 4.992 -1.466 -0.389
O2 5.758 -0.415 -0.920
C11 5.085 0.272 -1.959
C12 3.559 0.222 -1.786
C13 -1.273 -0.746 1.584
C14 -1.140 -2.003 2.277
O3 -0.099 -2.382 2.784
N3 -2.305 -2.753 2.314
C15 -2.283 -4.034 2.998
C16 -3.517 -2.390 1.753
O4 -4.486 -3.109 1.836
N4 -3.565 -1.173 1.096
C17 -4.814 -0.756 0.491
C18 -2.481 -0.352 0.999
N5 -2.609 0.801 0.348
H1 -0.549 0.742 -2.075
H2 -0.271 1.773 -3.479
H3 0.504 2.150 -1.933
H4 -1.483 3.618 -2.467
H5 -2.854 1.835 -3.573
H6 -3.743 2.678 -2.303
H7 -3.090 1.071 -1.996
H8 -2.563 3.358 -0.215
H9 -0.778 3.471 -0.197
H10 3.193 1.225 2.238
H11 1.693 2.125 1.876
H12 3.005 -1.709 0.457
H13 4.061 -0.601 1.354
H14 5.643 -1.996 0.308
H15 4.691 -2.164 -1.183
H16 5.446 1.302 -1.915
H17 5.359 -0.161 -2.933
H18 3.144 -0.678 -2.251
H19 3.096 1.100 -2.237
H20 -2.525 -4.832 2.297
H21 -1.282 -4.172 3.401
H22 -3.022 -4.037 3.799
H23 -4.719 -0.753 -0.595
H24 -5.057 0.251 0.825
H25 -5.585 -1.461 0.795

Computed properties:
- SMILES: CC(C)Cc1nc(SCC(=O)N2CCOCC2)c2c(=O)n(C)c(=O)n(C)c2n1
- E_HOMO: -8.98 eV
- Gap between HOMO and LUMO: 9.1 eV
- Maximum force: 0.9 eV Å⁻¹
- Relative energy (zero: lowest compared OMol25 entry of this formula, charge and spin): 14.2 kcal per mole



Molecular formula: C18H26BN4O2P
Method: DFT, wB97M-V/def2-TZVPD

Atoms and positions in Å:
C1 0.391 0.995 4.128
C2 1.372 0.002 3.521
O1 0.798 -1.309 3.580
C3 2.677 0.012 4.315
P1 4.208 0.412 3.356
B1 4.118 -0.821 1.881
N1 4.347 -2.215 2.029
O2 3.865 -0.342 0.606
H1 -0.560 0.958 3.616
H2 0.824 1.986 4.101
H3 0.247 0.696 5.155
H4 1.526 0.272 2.482
H5 0.424 -1.468 2.700
H6 2.606 0.715 5.129
H7 2.789 -0.968 4.759
H8 3.915 1.670 2.794
H9 3.721 -2.733 1.423
H10 4.210 -2.560 2.971
H11 3.092 0.246 0.669
C4 -4.968 -0.810 1.974
C5 -3.987 -1.422 2.736
C6 -2.667 -1.294 2.331
N2 -2.285 -0.614 1.253
C7 -3.241 -0.029 0.535
C8 -4.589 -0.096 0.848
H12 -6.010 -0.885 2.254
H13 -4.236 -1.987 3.623
H14 -1.865 -1.755 2.898
H15 -2.899 0.518 -0.336
H16 -5.321 0.400 0.226
C9 -2.286 0.078 -4.529
C10 -2.461 -0.465 -3.267
C11 -3.436 -1.436 -3.097
N3 -4.218 -1.876 -4.080
C12 -4.037 -1.344 -5.285
C13 -3.090 -0.370 -5.563
H17 -1.535 0.838 -4.704
H18 -1.855 -0.144 -2.431
H19 -3.606 -1.889 -2.126
H20 -4.689 -1.721 -6.066
H21 -2.987 0.025 -6.564
C14 3.157 2.232 -3.814
C15 4.084 2.328 -2.790
C16 3.713 1.908 -1.522
N4 2.509 1.421 -1.231
C17 1.629 1.338 -2.225
C18 1.901 1.724 -3.528
H22 3.410 2.545 -4.818
H23 5.077 2.716 -2.968
H24 4.410 1.954 -0.695
H25 0.657 0.937 -1.957
H26 1.147 1.629 -4.297

Computed properties:
- SMILES: C[C@H](O)CPB(N)O.c1ccncc1.c1ccncc1.c1ccncc1
- E_HOMO: -8.16 eV
- Gap between HOMO and LUMO: 8.7 eV
- Maximum force: 1.3 eV Å⁻¹



Molecular formula: C18H26ClF9NO10S
Method: DFT, wB97M-V/def2-TZVPD

Atoms and positions in Å:
C1 7.536 -4.087 -3.653
C2 6.082 -4.339 -4.441
C3 4.897 -3.770 -3.408
Cl1 4.890 -4.865 -1.907
C4 3.476 -3.764 -4.243
N1 2.465 -2.746 -3.768
S1 2.961 -1.098 -4.037
C5 4.465 -0.867 -5.121
O1 3.184 -0.435 -2.653
O2 1.774 -0.366 -4.750
C6 2.785 -5.259 -3.948
O3 3.311 -6.418 -4.391
O4 1.547 -5.376 -3.109
H1 8.421 -3.964 -4.410
H2 7.726 -4.939 -2.857
H3 7.389 -3.053 -3.086
H4 6.084 -3.769 -5.478
H5 5.926 -5.489 -4.699
H6 5.209 -2.670 -3.104
H7 3.640 -3.715 -5.424
H8 2.192 -2.870 -2.768
H9 5.323 -0.417 -4.426
H10 4.819 -1.813 -5.711
H11 4.215 -0.003 -5.900
C7 -0.125 1.078 -2.861
C8 0.433 2.267 -2.100
O5 -0.501 2.713 -1.105
C9 -0.504 2.014 0.076
O6 0.228 1.056 0.304
C10 -1.504 2.622 1.058
F1 -2.704 2.914 0.477
F2 -1.049 3.791 1.595
F3 -1.783 1.803 2.110
H12 -1.105 1.319 -3.285
H13 0.548 0.787 -3.672
H14 -0.267 0.216 -2.202
H15 0.586 3.104 -2.790
H16 1.406 2.039 -1.650
C11 -4.505 0.813 1.765
C12 -5.774 0.001 1.585
O7 -5.471 -1.300 1.061
C13 -5.054 -2.236 1.974
O8 -4.930 -2.012 3.174
C14 -4.815 -3.582 1.292
F4 -4.120 -3.467 0.124
F5 -5.984 -4.213 0.978
F6 -4.109 -4.454 2.067
H17 -3.942 0.860 0.828
H18 -4.739 1.832 2.088
H19 -3.845 0.357 2.510
H20 -6.423 0.495 0.854
H21 -6.342 -0.075 2.519
C15 -2.095 3.766 4.464
C16 -1.537 4.955 5.226
O9 -2.471 5.401 6.221
C17 -2.474 4.702 7.401
O10 -1.742 3.743 7.630
C18 -3.474 5.310 8.383
F7 -4.674 5.602 7.803
F8 -3.019 6.478 8.921
F9 -3.753 4.491 9.436
H22 -3.075 4.007 4.041
H23 -1.422 3.475 3.654
H24 -2.237 2.904 5.124
H25 -1.384 5.791 4.536
H26 -0.564 4.727 5.676

Computed properties:
- E_HOMO: -4.70 eV
- Gap between HOMO and LUMO: 6.5 eV
- Maximum force: 8.0 eV Å⁻¹
- Relative energy (zero: lowest compared OMol25 entry of this formula, charge and spin): 148.5 kcal per mole
- Charge: -1



Molecular formula: C18H26ClN2O
Method: DFT, wB97M-V/def2-TZVPD

Atoms and positions in Å:
O1 -0.430 3.713 -1.992
C1 -0.079 2.582 -2.222
C2 0.718 2.193 -3.421
C3 2.029 1.740 -3.303
C4 2.766 1.462 -4.442
C5 2.205 1.621 -5.697
C6 0.900 2.081 -5.809
Cl1 0.194 2.292 -7.366
C7 0.156 2.379 -4.677
N1 -0.410 1.563 -1.357
C8 -0.119 0.166 -1.498
C9 0.658 -0.334 -0.274
N2 -0.101 -0.069 0.974
C10 0.546 -0.606 2.227
C11 -0.345 -0.358 3.456
C12 -1.809 -0.796 3.324
C13 -2.091 -2.270 3.649
C14 -0.982 -3.271 3.316
C15 -0.272 -3.049 1.979
C16 0.912 -2.085 2.092
C17 -0.387 1.389 1.065
C18 -1.162 1.858 -0.163
H1 2.484 1.638 -2.328
H2 3.786 1.124 -4.352
H3 2.776 1.403 -6.584
H4 -0.849 2.758 -4.769
H5 0.473 -0.005 -2.398
H6 -1.057 -0.401 -1.592
H7 0.827 -1.404 -0.385
H8 1.619 0.179 -0.200
H9 -1.003 -0.559 0.898
H10 1.473 -0.036 2.353
H11 0.103 -0.891 4.294
H12 -0.308 0.699 3.721
H13 -2.398 -0.192 4.016
H14 -2.202 -0.565 2.330
H15 -2.301 -2.364 4.715
H16 -3.003 -2.558 3.123
H17 -0.234 -3.273 4.110
H18 -1.435 -4.262 3.314
H19 0.127 -4.008 1.645
H20 -0.989 -2.727 1.220
H21 1.478 -2.349 2.988
H22 1.599 -2.233 1.259
H23 -0.974 1.595 1.958
H24 0.566 1.916 1.131
H25 -1.308 2.941 -0.126
H26 -2.146 1.373 -0.204

Computed properties:
- SMILES: O=C(c1cccc(Cl)c1)N1CC[NH+](C2CCCCCC2)CC1
- E_HOMO: -11.71 eV
- Gap between HOMO and LUMO: 9.2 eV
- Maximum force: 0.9 eV Å⁻¹
- Relative energy (zero: lowest compared OMol25 entry of this formula, charge and spin): 3.1 kcal per mole
- Charge: +1



Molecular formula: C18H26ClNO3S
Method: DFT, wB97M-V/def2-TZVPD

Atoms and positions in Å:
O1 -3.013 -0.591 -1.733
S1 -2.899 -1.345 -0.595
O2 -2.849 -2.675 -0.705
N1 -1.737 -0.886 0.327
C1 -0.984 -2.019 0.905
C2 0.258 -2.204 0.439
C3 1.410 -2.204 1.273
C4 2.681 -2.278 0.333
C5 2.688 -2.538 -0.998
C6 1.591 -2.658 -1.621
C7 0.286 -2.193 -0.956
H1 -0.691 -2.332 -1.622
H2 1.596 -3.004 -2.783
H3 3.708 -2.638 -1.359
Cl1 4.168 -2.238 1.229
H4 1.423 -1.898 2.291
H5 -1.568 -2.921 1.102
H6 -0.892 -1.576 2.177
C8 -1.397 0.670 0.418
H7 -1.010 0.743 1.555
C9 -0.677 1.079 -0.768
H8 -1.088 2.177 -0.809
H9 -0.808 0.543 -1.476
C10 0.803 1.195 -0.184
C11 1.688 1.395 -1.886
C12 3.266 1.269 -1.338
C13 3.534 2.235 -0.418
C14 2.734 2.514 0.832
C15 1.127 2.304 0.646
H10 0.660 2.263 1.530
H11 0.955 3.376 -0.035
H12 2.898 3.181 1.377
H13 2.986 1.482 1.431
H14 4.566 2.279 -0.196
H15 3.277 3.291 -0.932
H16 3.798 1.519 -2.218
H17 3.485 0.318 -1.006
H18 1.459 0.384 -2.010
H19 1.401 2.173 -2.176
H20 1.037 0.359 0.262
C16 -2.734 1.281 0.693
H21 -3.461 1.324 -0.193
H22 -2.678 2.371 0.719
O3 -3.726 0.908 1.634
C17 -4.272 -0.208 1.626
C18 -4.398 -0.961 0.360
H23 -5.067 -0.335 -0.198
H24 -4.950 -1.979 0.566
H25 -3.407 -0.829 2.093
H26 -5.177 -0.121 2.396

Computed properties:
- E_HOMO: -8.73 eV
- Gap between HOMO and LUMO: 8.7 eV
- Maximum force: 18.7 eV Å⁻¹
- Relative energy (zero: lowest compared OMol25 entry of this formula, charge and spin): 301.8 kcal per mole



| no. | E_tot (a.u.) | M (g mol⁻¹) |
| --- | --- | --- |
| 1 | -1673.92107 | 407.496 |
| 2 | -1437.24872 | 372.218 |
| 3 | -3265.70994 | 654.905 |
| 4 | -1346.22957 | 321.872 |
| 5 | -1839.73038 | 371.930 |